Molecular formula: C17H56BO10
Method: DFT, ωB97M-V/def2-TZVPD

Last column: Mulliken charge in e.
Positions of all 84 atoms, in Å:
B (3.0819, -0.4338, 2.3004)  0.680
C (3.5985, 1.1409, 2.3361)  -1.159
C (2.7765, 2.1106, 1.4427)  0.022
C (1.3694, 2.5562, 1.9596)  0.567
C (0.9967, 2.2830, 3.4479)  -1.357
C (0.0239, 1.0599, 3.5877)  0.025
C (-1.4113, 1.5989, 3.2016)  -0.681
C (-2.1779, 0.6191, 2.2495)  -0.781
O (-2.7530, 1.2728, 1.1220)  -0.479
C (-1.7988, 1.4594, 0.1048)  -0.617
H (2.1544, -0.6532, 3.0370)  -0.498
H (2.9118, -0.8152, 1.1687)  -0.381
H (4.0203, -1.0908, 2.7372)  -0.320
H (4.6201, 1.1167, 1.8941)  0.153
H (3.7585, 1.5207, 3.3691)  0.187
H (3.3707, 3.0086, 1.1637)  0.193
H (2.6161, 1.5772, 0.4878)  0.085
H (1.3215, 3.6549, 1.8305)  0.464
H (0.5464, 2.1680, 1.3435)  -0.821
H (0.3865, 3.1473, 3.7719)  0.480
H (1.8425, 2.2334, 4.1375)  0.415
H (-0.0264, 0.7153, 4.6246)  0.372
H (0.2345, 0.2660, 2.8693)  0.121
H (-2.0534, 1.7062, 4.0889)  0.404
H (-1.3580, 2.5905, 2.7332)  0.396
H (-3.0044, 0.1546, 2.8069)  0.386
H (-1.5401, -0.2015, 1.8873)  0.427
H (-0.8728, 0.8844, 0.2477)  0.275
H (-1.5127, 2.5196, 0.0082)  0.322
H (-2.1812, 1.1608, -0.8880)  0.135
C (5.3349, 4.5224, 2.8408)  -0.407
O (4.4631, 5.0071, 1.8232)  -0.462
H (4.9263, 3.5877, 3.2194)  0.110
H (6.3320, 4.3373, 2.4308)  0.256
H (5.4027, 5.2460, 3.6599)  0.280
H (4.8299, 5.8287, 1.4948)  0.270
C (1.2171, -3.7985, 1.2967)  -0.453
O (2.1802, -3.2364, 0.4175)  -0.405
H (1.3811, -3.3867, 2.2885)  -0.001
H (0.2041, -3.5445, 0.9636)  0.264
H (1.3263, -4.8884, 1.3377)  0.287
H (2.0276, -3.6051, -0.4565)  0.268
C (-5.3837, 1.5988, -2.2941)  -0.559
O (-5.5899, 0.4682, -1.4519)  -0.485
H (-6.0460, 1.5157, -3.1539)  0.280
H (-5.6159, 2.5165, -1.7483)  0.270
H (-4.3468, 1.6252, -2.6403)  0.212
H (-4.9967, 0.5595, -0.6979)  0.294
C (3.6959, -1.9751, -2.8931)  -0.442
O (3.5480, -3.1844, -2.1599)  -0.525
H (3.0415, -2.0202, -3.7621)  0.166
H (3.4118, -1.1208, -2.2736)  0.188
H (4.7305, -1.8583, -3.2299)  0.288
H (4.1257, -3.1271, -1.3939)  0.307
C (-6.9669, -2.1131, -3.2289)  -0.522
O (-5.8569, -2.6077, -2.4973)  -0.471
H (-7.6376, -2.9412, -3.4515)  0.252
H (-7.5020, -1.3672, -2.6354)  0.208
H (-6.6271, -1.6650, -4.1677)  0.243
H (-5.2859, -1.8552, -2.3146)  0.283
C (0.0681, 2.4232, -3.1925)  -0.821
O (1.1820, 1.9283, -2.4573)  -0.466
H (-0.5976, 1.5890, -3.4107)  0.223
H (-0.4714, 3.1685, -2.6006)  0.289
H (0.4045, 2.8715, -4.1297)  0.487
H (1.7624, 2.6678, -2.2674)  0.265
C (1.2632, 0.8995, -6.9847)  -0.559
O (1.5965, 1.8910, -6.0211)  -0.473
H (1.3462, 1.3435, -7.9746)  0.227
H (1.9516, 0.0531, -6.9139)  0.256
H (0.2373, 0.5512, -6.8340)  0.255
H (1.5199, 1.4828, -5.1544)  0.297
C (-4.5660, -5.8084, -2.2203)  -0.400
O (-3.5073, -6.6980, -2.5760)  -0.531
H (-4.6474, -5.7856, -1.1363)  0.233
H (-4.3561, -4.8018, -2.5847)  0.186
H (-5.5106, -6.1626, -2.6436)  0.221
H (-3.4488, -6.7062, -3.5312)  0.290
C (0.8956, -1.8155, 5.2961)  -0.463
O (1.3556, -3.1510, 5.0962)  -0.516
H (0.2302, -1.5538, 4.4805)  0.041
H (0.3465, -1.7485, 6.2444)  0.367
H (1.7385, -1.1233, 5.3020)  0.307
H (1.9431, -3.3632, 5.8208)  0.273

As for the highest occupied orbital energy: -4.326 eV. Its net charge is -1.

Molecular formula: C3H3BrN2O4P
Method: DFT, ωB97M-V/def2-TZVPD

Last column: Mulliken charge in e.
Positions of all 14 atoms, in Å:
O (-1.0529, -0.5732, 2.5878)  -0.715
P (-1.3361, -0.5837, 1.1479)  0.848
O (-2.2380, 0.4023, 0.3637)  -0.874
O (-1.5360, -2.1111, 0.6106)  -0.528
C (0.2632, -0.4250, 0.2251)  0.324
N (1.3348, -1.3343, 0.3097)  -0.638
C (2.3790, -0.6398, -0.2676)  0.052
Br (4.1320, -1.2558, -0.5711)  -0.235
C (1.9648, 0.6504, -0.5843)  -0.321
N (0.6554, 0.6804, -0.2656)  0.344
O (-0.1963, 1.8090, -0.3703)  -0.478
H (-1.3897, -2.6033, 1.4535)  0.325
H (2.3407, 1.4951, -1.0803)  0.425
H (-1.1028, 1.5270, -0.0580)  0.471

The calculation puts the energy above the lowest of the compared OMol25 structures with the same formula, charge and spin at 1.8 kJ/mol. Its SMILES is O=[P@]([O-])(O)c1nc(Br)cn1O. As for the highest occupied orbital energy: -5.209 eV. Its net charge is -1.

Number 1: gap between HOMO and LUMO 6.507 eV. Number 2: gap between HOMO and LUMO 8.143 eV.